[1]
{
  "formula": "C20H19ILuO2",
  "method": "ωB97M-V with the def2-TZVPD basis set",
  "multiplicity": 1,
  "e_homo_ha": -0.600,
  "gap_ha": 0.0726,
  "charge": 3,
  "species": ["C", "C", "C", "C", "C", "C", "C", "C", "I", "C", "C", "C", "C", "C", "O", "C", "C", "C", "C", "C", "C", "C", "O", "H", "H", "H", "H", "H", "H", "H", "H", "H", "H", "H", "H", "H", "H", "H", "H", "H", "H", "H", "Lu"],
  "positions_angstrom": [[-4.159, -1.047, 0.813], [-4.218, -1.153, -0.795], [-2.978, -0.432, -1.566], [-1.538, -0.862, -1.065], [-1.358, -2.290, -0.476], [-0.011, -2.845, 0.096], [1.215, -1.900, 0.056], [2.628, -2.330, 0.648], [2.794, -4.429, 1.196], [2.818, -1.476, 2.030], [1.504, -1.567, 2.983], [1.084, -0.454, -0.566], [-0.285, 0.081, -1.138], [-0.383, 1.561, -1.769], [-1.215, 1.827, -2.688], [0.625, 2.652, -1.181], [0.355, 4.173, -1.153], [1.457, 5.118, -0.569], [2.813, 4.574, 0.034], [3.091, 3.041, 0.008], [1.988, 2.152, -0.607], [2.307, 0.572, -0.672], [3.502, 0.257, -0.842], [-3.830, -2.090, 1.190], [-3.333, -0.332, 1.185], [-5.163, -0.842, 1.311], [-4.291, -2.285, -1.056], [-5.201, -0.621, -1.117], [-3.089, -0.636, -2.728], [-3.083, 0.706, -1.427], [-2.276, -2.980, -0.459], [-0.034, -3.897, 0.523], [3.501, -2.113, -0.076], [2.935, -0.351, 1.785], [3.708, -1.829, 2.646], [1.784, -1.053, 3.980], [1.230, -2.643, 3.261], [0.621, -0.977, 2.563], [-0.602, 4.621, -1.570], [1.347, 6.265, -0.539], [3.617, 5.247, 0.482], [4.056, 2.574, 0.419], [-3.931, -1.985, -3.149]],
  "nbo_charge": [-0.608, -0.533, -0.398, -0.114, -0.209, -0.159, 0.105, -0.421, 0.295, -0.418, -0.652, -0.038, -0.008, 0.526, -0.522, -0.115, -0.160, -0.088, -0.099, -0.180, -0.013, 0.500, -0.442, 0.259, 0.277, 0.298, 0.143, 0.298, -0.066, 0.360, 0.211, 0.298, 0.307, 0.215, 0.266, 0.258, 0.232, 0.193, 0.276, 0.280, 0.282, 0.292, 2.074]
}

[2]
{
  "formula": "C36H46CoN4P2S2",
  "method": "ωB97M-V with the def2-TZVPD basis set",
  "multiplicity": 5,
  "e_homo_ha": [-0.591, -0.601],
  "s2": 6.02,
  "gap_ha": [0.3367, 0.2058],
  "charge": 3,
  "species": ["Co", "C", "C", "P", "C", "C", "C", "C", "C", "C", "C", "C", "C", "C", "C", "C", "C", "P", "C", "C", "C", "C", "C", "C", "C", "C", "C", "C", "C", "C", "H", "H", "H", "H", "H", "H", "H", "H", "H", "H", "H", "H", "H", "H", "H", "H", "H", "H", "H", "H", "H", "H", "H", "H", "H", "H", "C", "N", "C", "C", "S", "N", "C", "C", "H", "H", "H", "H", "H", "H", "H", "H", "H", "H", "H", "H", "S", "C", "N", "C", "C", "C", "N", "H", "H", "H", "H", "H", "H", "H", "H"],
  "positions_angstrom": [[-0.270, -0.023, 0.282], [2.583, 2.602, 0.835], [2.979, 1.173, 0.448], [2.010, -0.199, 1.148], [2.022, -0.082, 2.932], [1.000, -0.653, 3.690], [1.069, -0.627, 5.073], [2.151, -0.026, 5.702], [3.174, 0.540, 4.954], [3.116, 0.512, 3.569], [2.835, -1.700, 0.627], [3.254, -1.831, -0.701], [3.969, -2.950, -1.085], [4.250, -3.949, -0.155], [3.816, -3.829, 1.156], [3.108, -2.704, 1.555], [1.085, 2.915, 0.917], [0.070, 2.243, -0.446], [0.980, 2.306, -1.991], [1.442, 3.535, -2.468], [2.177, 3.588, -3.642], [2.447, 2.421, -4.346], [1.982, 1.197, -3.882], [1.247, 1.139, -2.706], [-1.394, 3.253, -0.606], [-1.962, 3.860, 0.519], [-3.074, 4.669, 0.370], [-3.627, 4.868, -0.889], [-3.074, 4.256, -2.007], [-1.959, 3.445, -1.870], [3.052, 3.265, 0.106], [3.013, 2.858, 1.804], [4.025, 0.975, 0.700], [2.911, 1.045, -0.634], [0.156, -1.129, 3.205], [0.284, -1.078, 5.665], [2.204, -0.005, 6.782], [4.021, 0.997, 5.447], [3.931, 0.937, 2.999], [3.048, -1.057, -1.432], [4.325, -3.043, -2.102], [4.819, -4.818, -0.455], [4.042, -4.603, 1.877], [2.793, -2.606, 2.586], [0.932, 3.997, 0.948], [0.655, 2.514, 1.841], [1.226, 4.450, -1.930], [2.536, 4.539, -4.010], [3.021, 2.468, -5.261], [2.196, 0.294, -4.438], [0.885, 0.179, -2.347], [-1.535, 3.719, 1.504], [-3.505, 5.156, 1.234], [-4.488, 5.513, -1.002], [-3.501, 4.423, -2.986], [-1.518, 2.986, -2.746], [-0.326, -1.899, -4.799], [-0.469, -2.339, -3.402], [0.450, -3.418, -3.014], [-1.247, -1.711, -2.537], [-0.824, -1.859, -0.813], [-2.336, -1.053, -2.909], [-3.116, -1.447, -4.098], [-3.011, -0.061, -2.074], [0.740, -1.890, -5.021], [-0.720, -0.894, -4.919], [-0.821, -2.583, -5.487], [0.544, -4.085, -3.869], [0.050, -3.980, -2.177], [1.429, -3.012, -2.757], [-2.828, -2.445, -4.414], [-2.993, -0.738, -4.915], [-4.163, -1.466, -3.799], [-2.326, 0.375, -1.352], [-3.853, -0.518, -1.552], [-3.379, 0.728, -2.726], [-1.915, 0.600, 1.715], [-2.607, -0.744, 2.604], [-2.535, -2.003, 2.206], [-3.129, -3.132, 2.947], [-3.266, -2.757, 4.411], [-3.966, -1.417, 4.538], [-3.252, -0.431, 3.712], [-2.157, -2.174, 1.287], [-2.469, -3.987, 2.816], [-4.097, -3.375, 2.507], [-2.282, -2.710, 4.881], [-3.842, -3.521, 4.928], [-3.958, -1.053, 5.563], [-5.003, -1.473, 4.204], [-3.265, 0.542, 3.979]],
  "mulliken_spin": [2.618, 0.007, 0.003, 0.208, 0.034, 0.040, 0.001, 0.007, 0.001, 0.015, 0.046, 0.024, -0.010, 0.033, -0.010, 0.026, -0.012, 0.177, -0.030, -0.008, 0.002, -0.001, 0.007, 0.083, 0.048, 0.024, -0.010, 0.033, -0.012, 0.032, 0.000, 0.000, 0.006, 0.003, 0.007, 0.000, 0.000, 0.001, 0.002, 0.014, 0.000, 0.001, 0.000, 0.004, 0.004, -0.002, 0.001, 0.000, 0.000, 0.000, -0.006, 0.000, 0.000, 0.001, 0.000, 0.002, 0.000, 0.009, 0.016, 0.016, 0.267, 0.009, 0.000, 0.039, 0.000, 0.000, 0.001, 0.001, -0.004, -0.009, 0.000, 0.001, 0.000, 0.011, 0.001, 0.002, 0.210, -0.003, 0.012, 0.001, 0.000, 0.000, 0.015, -0.011, 0.000, 0.001, 0.000, 0.000, 0.000, 0.001, 0.001]
}

[3]
{
  "formula": "C4H7NO2",
  "method": "ωB97M-V with the def2-TZVPD basis set",
  "multiplicity": 1,
  "de_lowest_kj_mol": 323.8,
  "e_homo_ha": -0.358,
  "gap_ha": 0.3900,
  "charge": 0,
  "species": ["C", "N", "C", "C", "O", "H", "H", "H", "H", "H", "C", "O", "H", "H"],
  "positions_angstrom": [[2.418, 0.026, -0.283], [1.165, 0.570, -0.777], [-0.043, 1.156, -0.086], [0.031, -0.137, -0.769], [-0.393, -1.250, -0.970], [2.874, -0.515, -1.116], [3.094, 0.822, 0.032], [2.260, -0.683, 0.541], [-0.433, 2.052, -0.562], [-0.131, 1.138, 1.003], [-2.748, -0.803, -0.259], [-2.807, 0.387, -0.055], [-2.943, -1.245, -1.252], [-2.507, -1.527, 0.541]],
  "nbo_charge": [-0.421, -0.409, -0.310, 0.684, -0.574, 0.223, 0.211, 0.192, 0.226, 0.207, 0.299, -0.555, 0.118, 0.111]
}